Record 1
Density functional theory data (ωB97M-V with the def2-TZVPD basis set) for a cluster of 7 separate species, C31H42BF3N2O16 in total.

- M (g/mol) = 766.5
- HOMO (hartree) = -0.3374
- maximum force (eV/Å) = 3.7

```
95
C31H42BF3N2O16 ωB97M-V with the def2-TZVPD basis set
C -1.178 1.131 4.093
C -1.386 1.195 2.606
C -0.301 1.435 1.732
B 1.213 1.677 2.173
O 1.615 2.300 3.334
O 2.195 1.261 1.290
C -0.605 1.450 0.365
N -1.750 1.313 -0.257
N -2.723 1.137 0.618
C -4.080 1.048 -0.122
O -4.596 -0.055 -0.263
O -4.486 2.129 -0.470
C -2.644 1.053 1.915
C -3.830 0.808 2.871
F -5.027 0.656 2.333
F -3.914 1.912 3.648
F -3.623 -0.276 3.625
H -0.149 1.296 4.416
H -1.817 1.821 4.660
H -1.459 0.118 4.433
H 2.181 1.661 3.790
H 2.003 0.365 0.965
H 0.242 1.600 -0.314
O 0.774 -1.989 0.378
C 0.175 -2.216 -0.640
O 0.264 -1.441 -1.742
C -0.657 -1.912 -2.745
C -0.923 -3.363 -2.387
C -0.804 -3.345 -0.867
H -1.560 -1.299 -2.701
H -0.207 -1.804 -3.730
H -1.882 -3.727 -2.751
H -0.142 -3.999 -2.807
H -1.752 -3.093 -0.387
H -0.417 -4.282 -0.478
O 7.798 2.679 0.861
C 6.695 2.749 0.404
O 5.686 3.438 0.989
C 4.463 3.234 0.252
C 4.903 2.818 -1.140
C 6.198 2.067 -0.856
H 3.881 2.461 0.751
H 3.886 4.157 0.241
H 4.155 2.227 -1.669
H 5.118 3.703 -1.743
H 6.020 1.012 -0.640
H 6.917 2.173 -1.664
O -2.647 5.559 -2.332
C -3.546 6.042 -1.704
O -3.679 7.374 -1.470
C -4.802 7.596 -0.597
C -5.681 6.362 -0.748
C -4.650 5.277 -1.025
H -4.428 7.716 0.423
H -5.315 8.510 -0.892
H -6.306 6.171 0.122
H -6.338 6.474 -1.613
H -4.257 4.839 -0.107
H -5.039 4.501 -1.677
O 1.429 3.579 1.340
C 1.224 4.517 0.618
O 0.786 4.391 -0.650
C 0.740 5.683 -1.289
C 0.657 6.684 -0.152
C 1.448 5.981 0.949
H 1.646 5.805 -1.889
H -0.127 5.731 -1.946
H 1.041 7.667 -0.416
H -0.381 6.802 0.162
H 2.516 6.197 0.889
H 1.068 6.218 1.939
O -0.457 -6.857 0.346
C -1.059 -7.090 -0.662
O -0.968 -6.316 -1.772
C -1.889 -6.791 -2.771
C -2.157 -8.241 -2.409
C -2.039 -8.219 -0.890
H -2.793 -6.178 -2.730
H -1.440 -6.688 -3.757
H -3.116 -8.605 -2.773
H -1.376 -8.878 -2.828
H -2.986 -7.967 -0.410
H -1.652 -9.156 -0.497
O 5.990 -7.548 0.475
C 4.846 -7.213 0.558
O 4.010 -7.140 -0.509
C 2.741 -6.602 -0.097
C 2.661 -6.861 1.395
C 4.124 -6.769 1.814
H 2.721 -5.535 -0.335
H 1.941 -7.099 -0.641
H 2.007 -6.165 1.916
H 2.289 -7.871 1.576
H 4.419 -5.745 2.047
H 4.352 -7.430 2.646
```

---

Record 2
Density functional theory data (ωB97M-V with the def2-TZVPD basis set) for a structure of composition C31H42Cl5GaN4O7PSSi.

- charge = -1
- relative energy (zero: lowest compared OMol25 entry of this formula, charge and spin) (kJ/mol) = 0.0
- M (g/mol) = 920.8
- HOMO (hartree) = -0.2102
- maximum force (eV/Å) = 0.7

```
93
C31H42Cl5GaN4O7PSSi ωB97M-V with the def2-TZVPD basis set
Ga 0.157 -1.047 0.684
O 6.627 0.705 -1.145
C 6.117 0.627 -0.012
O 6.598 0.651 1.134
C 4.577 0.438 -0.031
C 3.953 -0.121 -1.139
C 2.608 -0.413 -1.091
N 1.859 -0.123 -0.022
C 2.442 0.473 1.035
C 3.791 0.748 1.074
C 1.500 0.808 2.172
O 1.765 1.690 2.959
O 0.386 0.120 2.168
H 4.544 -0.320 -2.023
H 2.092 -0.878 -1.922
H 4.241 1.182 1.956
C -0.435 5.064 -1.235
N -1.748 4.421 -1.193
C -2.375 4.737 0.091
N -1.568 4.366 1.248
C -0.257 5.007 1.139
N 0.429 4.709 -0.118
C 0.838 3.303 -0.173
P -0.598 2.097 -0.084
C -1.633 2.969 -1.382
C -1.439 2.909 1.375
H -0.586 6.146 -1.221
H 0.061 4.789 -2.168
H -3.340 4.230 0.150
H -2.541 5.816 0.125
H 0.367 4.673 1.969
H -0.398 6.089 1.200
H 1.518 3.107 0.656
H 1.379 3.119 -1.104
H -2.637 2.534 -1.369
H -1.201 2.771 -2.367
H -0.870 2.670 2.275
H -2.436 2.473 1.485
C -2.198 -3.820 -2.556
C -2.232 -4.449 -1.167
C -3.534 -4.122 -0.453
C -2.076 -5.966 -1.298
O -1.178 -3.836 -0.390
Si 0.254 -4.457 0.111
S 1.245 -2.933 1.207
O 0.086 -5.792 1.045
C -0.134 -6.055 2.440
C -1.145 -5.073 3.024
C 1.195 -5.975 3.183
C -0.682 -7.475 2.501
O 1.040 -4.904 -1.244
C 2.342 -5.411 -1.572
C 3.436 -4.484 -1.055
C 2.379 -5.470 -3.091
C 2.502 -6.806 -0.975
H -2.916 -4.314 -3.216
H -1.194 -3.924 -2.975
H -2.446 -2.757 -2.503
H -4.384 -4.540 -0.998
H -3.660 -3.039 -0.376
H -3.522 -4.541 0.556
H -2.925 -6.369 -1.855
H -2.039 -6.441 -0.316
H -1.154 -6.211 -1.829
H -0.744 -4.059 3.011
H -1.377 -5.343 4.057
H -2.067 -5.088 2.437
H 1.617 -4.974 3.094
H 1.905 -6.691 2.760
H 1.047 -6.201 4.241
H -1.684 -7.516 2.067
H -0.733 -7.817 3.537
H -0.030 -8.145 1.936
H 3.276 -3.465 -1.415
H 4.412 -4.830 -1.403
H 3.440 -4.453 0.035
H 2.269 -4.466 -3.505
H 1.563 -6.095 -3.463
H 3.328 -5.890 -3.435
H 2.456 -6.754 0.115
H 3.464 -7.232 -1.271
H 1.699 -7.461 -1.321
Cl -2.455 -1.263 2.631
C -2.804 -0.984 0.962
C -1.740 -0.956 0.065
C -2.029 -0.772 -1.289
Cl -0.705 -0.749 -2.403
C -3.328 -0.593 -1.740
Cl -3.638 -0.346 -3.416
C -4.374 -0.606 -0.820
Cl -5.994 -0.384 -1.362
C -4.114 -0.796 0.533
Cl -5.403 -0.800 1.675
```

---

Record 3
Density functional theory data (ωB97M-V with the def2-TZVPD basis set) for a structure of composition C31H42CsN11O4.

- charge = -2
- M (g/mol) = 765.7
- HOMO (hartree) = 0.0042
- maximum force (eV/Å) = 15.4

```
89
C31H42CsN11O4 ωB97M-V with the def2-TZVPD basis set
Cs 0.141 -0.424 0.281
C -2.008 1.607 2.526
N -0.920 0.705 2.873
C -1.297 -0.320 3.838
C -2.254 -1.307 3.271
N -2.282 -1.732 2.025
C -3.351 -2.589 1.951
C -3.849 -3.311 0.857
C -4.978 -4.120 1.044
C -5.595 -4.209 2.295
C -5.110 -3.498 3.399
C -3.985 -2.699 3.184
N -3.257 -1.883 4.011
C -1.408 2.781 1.838
N -0.387 2.741 1.010
C -0.116 4.050 0.696
C 0.879 4.587 -0.133
C 0.957 5.978 -0.275
C 0.061 6.817 0.392
C -0.943 6.299 1.221
C -0.997 4.909 1.344
N -1.817 4.073 2.057
H -2.536 1.944 3.426
H -2.734 1.126 1.862
H -0.581 0.241 1.995
H -1.698 0.142 4.748
H -0.390 -0.857 4.139
H -3.365 -3.235 -0.109
H -5.375 -4.684 0.204
H -6.471 -4.845 2.412
H -5.590 -3.569 4.369
H -3.438 -1.722 4.990
H 1.574 3.928 -0.641
H 1.728 6.407 -0.911
H 0.146 7.894 0.267
H -1.636 6.951 1.740
H -2.565 4.361 2.669
C 2.669 0.816 2.730
N 2.820 0.572 1.200
C 3.706 -0.651 1.145
C 3.317 1.697 0.572
C 3.164 1.577 -0.956
N 1.831 1.485 -1.305
C 1.680 1.039 -2.788
C 1.055 2.782 -1.268
H 3.645 1.116 3.178
H 2.276 -0.066 3.289
H 1.938 1.639 2.880
H 4.736 -0.417 1.499
H 3.746 -0.991 0.094
H 3.323 -1.520 1.730
H 4.388 1.854 0.822
H 2.784 2.607 0.912
H 3.725 0.686 -1.299
H 3.645 2.453 -1.442
H 2.214 1.744 -3.467
H 0.620 0.955 -3.126
H 2.129 0.028 -2.895
H 1.570 3.575 -1.857
H 0.981 3.099 -0.211
H 0.005 2.698 -1.634
N 2.132 -2.464 -0.661
C 2.470 -3.581 0.557
C 2.006 -3.223 2.002
O 2.328 -4.001 2.899
O 1.080 -2.033 2.488
H 2.397 -2.887 -1.364
H 2.812 -1.769 -0.205
H 3.579 -3.759 0.580
H 1.988 -4.553 0.293
O -2.443 -5.212 -0.187
C -1.886 -4.181 -0.086
N -1.293 -3.082 0.021
N -0.833 -0.496 -7.245
C -0.850 -0.148 -5.934
O -1.390 0.903 -5.615
C -0.229 -1.007 -4.875
C 0.446 -2.301 -5.196
C 0.987 -3.037 -4.217
C 0.908 -2.556 -2.824
N 0.322 -1.437 -2.556
C -0.266 -0.626 -3.574
H -1.269 0.118 -7.949
H -0.397 -1.361 -7.584
H 0.519 -2.677 -6.207
H 1.479 -3.976 -4.448
H 1.343 -3.146 -2.024
H -0.742 0.303 -3.276
H -1.719 0.874 -1.480
```

---

So what do the calculations give for Kohn-Sham gap? Going down the list: 8.157 7.544 3.553 eV.